No. 1
Below is C12H26LuNO2P2 as an isolated structure, with properties calculated with wB97M-V/def2-TZVPD.

```
44
Properties=species:S:1:pos:R:3:lowdin_charge:R:1
Lu 0.220 0.984 0.544 1.56
P 2.301 -0.888 1.163 0.78
C 2.372 -1.136 -0.628 -0.37
C 1.119 -1.609 -1.256 -0.33
N -0.057 -1.015 -0.808 -0.03
C -1.240 -1.372 -1.379 -0.33
C -1.305 -2.337 -2.381 -0.01
C -0.128 -2.922 -2.836 -0.01
C 1.084 -2.566 -2.267 -0.01
C -2.516 -0.787 -0.819 -0.27
P -2.365 0.866 0.026 0.76
H 2.038 -2.951 -2.645 0.14
H -2.267 -2.633 -2.790 0.13
H -0.156 -3.642 -3.647 0.13
H -3.280 -0.663 -1.596 0.11
H -2.970 -1.445 -0.065 0.10
H 2.389 0.295 -1.062 -0.01
H 3.334 -1.487 -1.009 0.09
H 0.817 5.107 -1.244 0.03
O 2.006 1.216 -0.758 -0.25
H 1.902 1.877 -1.410 0.05
H -0.975 1.733 2.343 -0.05
O -0.144 5.082 -1.276 -0.07
H -0.397 5.952 -0.935 0.05
C -2.691 2.065 -1.304 -0.25
H -3.750 2.035 -1.599 0.07
H -2.438 3.080 -0.956 0.04
H -2.065 1.838 -2.185 0.07
C -3.787 0.854 1.155 -0.24
H -3.675 1.679 1.881 0.06
H -4.717 0.978 0.580 0.07
H -3.804 -0.105 1.702 0.06
C 2.118 -2.561 1.819 -0.25
H 3.020 -3.128 1.555 0.07
H 2.030 -2.522 2.903 0.05
H 1.238 -3.040 1.382 0.05
C 4.013 -0.494 1.642 -0.24
H 4.066 -0.325 2.726 0.06
H 4.633 -1.369 1.400 0.07
H 4.377 0.398 1.114 0.06
C -0.250 1.338 3.003 -0.07
H 0.556 0.724 2.579 -0.06
H -0.821 0.758 3.724 0.09
H 0.163 2.138 3.612 0.08
```

## Properties
- multiplicity = 1
- E_LUMO (eV) = -7.089
- total charge = +2
- gap between HOMO and LUMO (eV) = 6.328

=====

No. 2
Below is a 2-piece molecular cluster, C3H9BO2S overall, with properties calculated with wB97M-V/def2-TZVPD.

```
16
Properties=species:S:1:pos:R:3:lowdin_charge:R:1
B 2.020 0.555 -0.250 -0.82
C -2.016 -0.981 0.003 -0.21
C 0.893 -0.038 -1.090 0.11
C -1.096 0.033 0.595 -0.53
O 2.019 1.917 -0.093 0.13
O 2.872 -0.295 0.376 0.15
S -1.603 1.671 0.096 0.73
H -3.051 -0.747 -0.194 0.06
H -1.596 -1.363 -0.906 0.05
H -1.998 -1.805 0.777 0.09
H 0.147 0.407 -1.762 0.04
H 0.671 -1.110 -1.293 0.05
H -0.712 -0.112 1.611 0.07
H 2.918 2.145 0.179 0.10
H 3.761 -0.199 0.771 0.12
H -0.552 2.380 0.514 -0.14
```

## Properties
- multiplicity = 1
- E_LUMO (spin up / spin down) (eV) = 0.322 / 0.031
- total charge = 0
- gap between HOMO and LUMO (spin up / spin down) (eV) = 8.365 / 7.510
- relative energy (zero: lowest compared OMol25 entry of this formula, charge and spin) (kcal per mole) = 66.8

=====

No. 3
Below is a 2-piece molecular cluster, C4H11NO2 overall, with properties calculated with wB97M-V/def2-TZVPD.

```
18
Properties=species:S:1:pos:R:3:lowdin_charge:R:1
C 1.684 1.786 -0.697 -0.02
C 2.243 0.498 -1.268 -0.57
N 1.353 -0.463 -1.816 0.10
O 3.375 0.072 -1.132 0.01
H 2.064 2.802 -1.187 0.12
H 2.271 1.933 0.280 0.11
H 0.656 1.934 -0.771 0.03
H 1.644 -1.470 -2.109 0.15
H 0.391 -0.173 -1.944 0.07
C -1.897 -0.320 2.075 -0.08
C -1.277 -0.939 0.755 -0.30
O -2.382 -0.678 -0.124 -0.11
H -2.715 -1.057 2.222 0.08
H -2.262 0.676 1.923 0.06
H -1.205 -0.585 2.853 0.06
H -0.345 -0.510 0.523 0.06
H -1.050 -2.004 1.060 0.12
H -2.547 -1.503 -0.644 0.10
```

## Properties
- multiplicity = 1
- structure (SMILES) = CC(N)=O.CCO
- E_LUMO (eV) = 0.606
- total charge = 0
- gap between HOMO and LUMO (eV) = 10.480
- relative energy (zero: lowest compared OMol25 entry of this formula, charge and spin) (kcal per mole) = 48.4

=====

No. 4
Below is C50H64BrN4O4SSe3Ti as an isolated structure, with properties calculated with wB97M-V/def2-TZVPD.

```
128
Properties=species:S:1:pos:R:3:lowdin_spin:R:1
Ti -0.199 -0.034 -1.520 0.94
C 2.754 1.880 5.691 0.00
C 1.282 1.783 5.262 0.00
C 0.566 3.096 5.611 0.00
C 0.626 0.658 6.064 0.00
C 1.197 1.538 3.757 0.00
C 0.607 0.417 3.205 0.00
C 0.538 0.267 1.825 0.00
Se -0.212 -1.305 1.029 0.00
C -2.085 -0.885 1.123 0.00
C -2.744 -0.828 2.345 0.00
C -4.083 -0.496 2.406 0.00
C -4.741 -0.278 1.188 0.00
C -4.126 -0.345 -0.051 0.00
C -2.732 -0.625 -0.092 0.00
O -2.067 -0.614 -1.235 0.01
C -4.909 -0.152 -1.352 0.00
C -6.379 0.202 -1.096 0.00
C -4.885 -1.476 -2.133 0.00
C -4.312 0.977 -2.208 0.00
C -4.854 -0.364 3.718 0.00
C -6.028 -1.353 3.739 0.00
C -3.968 -0.647 4.932 0.00
C -5.397 1.067 3.848 0.00
C 1.066 1.214 0.937 0.00
O 0.948 1.062 -0.361 0.00
C 1.727 2.344 1.490 0.00
C 1.754 2.468 2.868 0.00
C 2.406 3.356 0.566 0.00
C 1.388 4.001 -0.387 0.00
C 3.493 2.638 -0.252 0.00
C 3.086 4.483 1.352 0.00
H 2.829 2.047 6.770 0.00
H 3.283 0.957 5.445 0.00
H 3.262 2.702 5.185 0.00
H 0.616 3.284 6.688 0.00
H 1.020 3.945 5.097 0.00
H -0.484 3.047 5.315 0.00
H 0.702 0.878 7.132 0.00
H -0.433 0.556 5.815 0.00
H 1.116 -0.301 5.881 0.00
H 0.194 -0.366 3.828 0.00
H -2.175 -1.034 3.242 0.00
H -5.795 -0.039 1.225 0.00
H -6.901 -0.586 -0.548 0.00
H -6.477 1.139 -0.542 0.00
H -6.883 0.329 -2.057 0.00
H -5.414 -2.254 -1.577 0.00
H -5.373 -1.352 -3.105 0.00
H -3.861 -1.809 -2.292 0.00
H -4.302 1.918 -1.649 0.00
H -3.294 0.752 -2.517 0.00
H -4.923 1.123 -3.104 0.00
H -5.665 -2.378 3.630 0.00
H -6.574 -1.277 4.684 0.00
H -6.729 -1.156 2.927 0.00
H -3.571 -1.664 4.908 0.00
H -3.127 0.050 4.981 0.00
H -4.553 -0.534 5.848 0.00
H -6.062 1.316 3.019 0.00
H -5.958 1.180 4.781 0.00
H -4.576 1.787 3.847 0.00
H 2.243 3.335 3.294 0.00
H 0.973 3.263 -1.069 0.00
H 0.569 4.461 0.173 0.00
H 1.877 4.780 -0.980 0.00
H 3.068 1.825 -0.840 0.00
H 3.977 3.349 -0.931 0.00
H 4.251 2.219 0.415 0.00
H 2.363 5.070 1.926 0.00
H 3.848 4.099 2.034 0.00
H 3.578 5.157 0.646 0.00
Se 1.383 1.332 -3.657 0.35
Se -0.980 2.938 -4.111 0.46
C -1.525 3.108 -2.315 0.04
C -2.157 4.307 -1.943 0.02
C -2.612 4.469 -0.654 0.00
C -2.401 3.448 0.264 0.01
C -1.750 2.315 -0.168 0.01
N -1.334 2.119 -1.432 0.02
C 0.387 -0.047 -4.460 0.03
C 0.637 -0.583 -5.721 0.01
C -0.183 -1.590 -6.192 0.01
C -1.236 -2.038 -5.405 0.01
C -1.416 -1.466 -4.161 0.01
N -0.627 -0.493 -3.705 0.01
H -2.269 5.087 -2.683 0.01
H -3.108 5.387 -0.360 0.00
H -2.720 3.526 1.295 0.00
H -1.550 1.519 0.535 0.00
H 1.466 -0.210 -6.305 0.00
H 0.000 -2.027 -7.167 0.00
H -1.892 -2.830 -5.740 0.00
H -2.189 -1.794 -3.480 0.00
Br 4.663 -5.181 -6.473 0.00
C 3.534 -4.412 -5.144 0.00
C 3.744 -3.101 -4.751 0.00
C 2.919 -2.554 -3.782 0.00
C 1.902 -3.304 -3.204 0.00
C 1.710 -4.613 -3.620 0.00
C 2.524 -5.179 -4.592 0.00
C 0.964 -2.690 -2.200 0.00
O -0.005 -3.323 -1.797 0.01
O 1.247 -1.471 -1.896 0.02
H 4.538 -2.519 -5.199 0.00
H 3.042 -1.527 -3.463 0.01
H 0.897 -5.174 -3.174 0.00
H 2.376 -6.199 -4.922 0.00
C 2.957 -3.977 0.128 0.00
N 3.962 -3.321 -0.689 0.00
C 4.689 -4.204 -1.585 0.00
C 4.277 -2.022 -0.512 0.00
S 3.583 -1.056 0.638 0.00
N 5.303 -1.559 -1.384 0.00
C 6.620 -1.863 -0.830 0.00
C 5.190 -0.147 -1.736 0.00
H 3.425 -4.527 0.951 0.00
H 2.401 -4.677 -0.497 0.00
H 2.274 -3.241 0.536 0.00
H 3.979 -4.810 -2.147 0.00
H 5.338 -4.877 -1.012 0.00
H 5.286 -3.619 -2.273 0.00
H 6.700 -2.930 -0.617 0.00
H 6.803 -1.306 0.099 0.00
H 7.386 -1.600 -1.562 0.00
H 4.228 0.042 -2.211 0.00
H 5.988 0.083 -2.444 0.00
H 5.275 0.511 -0.865 0.00
```

## Properties
- multiplicity = 3
- E_LUMO (spin up / spin down) (eV) = 2.187 / 1.642
- total charge = -1
- gap between HOMO and LUMO (spin up / spin down) (eV) = 6.273 / 6.722
- relative energy (zero: lowest compared OMol25 entry of this formula, charge and spin) (kcal per mole) = 0.0

=====

Let's list largest force on an atom in order: 0.079 0.062 0.094 0.014 Eh/bohr.